No. 1
Here is a molecular structure, C4H6O2S in a non-equilibrium geometry from OMol25. Energies are from ωB97M-V with the def2-TZVPD basis set.

Geometry as XYZ:
```
13
C4H6O2S, DFT ωB97M-V with the def2-TZVPD basis set
C -0.609 0.829 0.268
C -1.393 0.206 -0.889
C -2.429 -0.562 -0.585
C 0.854 0.593 -0.060
H -1.258 -0.899 1.575
H -0.731 1.953 0.419
H -1.041 0.340 -1.909
H -2.952 -0.918 -1.351
H -3.073 -0.718 0.348
H 0.347 -2.161 0.621
O -0.977 0.204 1.462
O 1.607 1.494 -0.336
S 1.570 -1.099 -0.070
```

=====

No. 2
Here is 2 unconnected molecules or ions with the total composition C2H7NS2 from OMol25. Energies are from ωB97M-V with the def2-TZVPD basis set.

Geometry as XYZ:
```
12
C2H7NS2, DFT ωB97M-V with the def2-TZVPD basis set
C 2.302 0.702 -0.482
N 1.770 0.699 0.655
H 1.740 1.059 -1.349
H 3.329 0.382 -0.693
H 2.394 0.357 1.386
C -1.516 0.396 -0.440
S -2.810 -0.577 0.378
S -1.809 -1.795 1.632
H -1.163 1.178 0.211
H -1.951 0.719 -1.380
H -0.727 -0.270 -0.757
H -1.560 -2.850 0.838
```

=====

Lowest unoccupied orbital energy in eV, matching the order above: -0.5; 0.8
Energy relative to the best compared isomer or geometry (same formula, charge and spin) in kcal per mole, matching the order above: 83.1; 21.2